The following is a DFT calculation (the ωB97M-V functional and the def2-TZVPD basis) of a 5-piece molecular cluster, C26H65FNO12PS5Si overall.

Each line ends with the Mulliken charge.
Geometry (Å):
C 10.58241 -1.88443 1.46357  -1.12
C 10.25954 -1.28069 0.07693  -0.36
C 8.81179 -1.51275 -0.37921  -0.63
C 8.15025 -0.31717 -1.10271  -0.63
C 6.74952 0.03032 -0.56414  -0.42
C 5.76256 0.48729 -1.63635  -1.09
C 4.30990 0.22990 -1.24487  0.48
C 3.31574 0.80317 -2.27380  -0.73
C 2.61231 2.07400 -1.80997  -1.29
C 1.73942 1.88679 -0.56486  -0.42
Si 0.46971 0.52616 -0.64199  0.36
F 0.18203 0.04145 -2.15299  -0.33
N 0.97978 -0.74366 0.38266  0.34
C 0.24698 -2.02519 0.27768  -1.10
C 0.70820 -2.92390 -0.88638  -0.24
C -0.41552 -3.35360 -1.85331  -0.48
C 0.03609 -3.39471 -3.32092  -1.17
P -1.56573 1.26546 0.04214  0.03
S -2.06093 0.60917 1.82706  -0.42
H 11.52175 -2.43033 1.44678  0.32
H 9.80693 -2.58467 1.76742  0.32
H 10.64622 -1.10012 2.21276  0.26
H 10.47941 -0.21552 0.09605  0.32
H 10.95222 -1.72014 -0.63931  0.30
H 8.20973 -1.74276 0.49939  0.27
H 8.78540 -2.38579 -1.02902  0.29
H 8.80643 0.54317 -0.97247  0.41
H 8.09787 -0.50520 -2.17494  0.34
H 6.33561 -0.81386 -0.01579  0.30
H 6.87150 0.84581 0.14918  0.21
H 5.95417 -0.06420 -2.55979  0.43
H 5.88186 1.54734 -1.86694  0.22
H 4.11209 0.60429 -0.24084  -0.28
H 4.17544 -0.85323 -1.21192  0.26
H 3.86694 1.05909 -3.18164  0.44
H 2.60594 0.03419 -2.57583  0.27
H 3.38298 2.80567 -1.55370  0.44
H 2.04074 2.51172 -2.62717  0.39
H 1.21699 2.82416 -0.35377  0.61
H 2.36836 1.70506 0.30262  0.12
H 1.96980 -0.91464 0.22465  -0.06
H 0.37309 -2.56220 1.21732  0.28
H -0.81777 -1.80880 0.20687  0.50
H 1.47569 -2.39249 -1.44848  0.02
H 1.16857 -3.81806 -0.47084  0.48
H -0.76886 -4.33798 -1.55719  0.46
H -1.23753 -2.64758 -1.76020  0.27
H -0.27284 -2.48332 -3.83127  0.19
H -0.41321 -4.22251 -3.86310  0.32
H 1.11822 -3.45161 -3.41349  0.40
H -1.52520 2.66734 -0.06526  0.09
H -2.48071 0.88852 -0.95660  0.08
O 4.32987 -1.37539 2.04125  -0.69
S 4.30025 -0.20812 2.87195  1.35
O 5.14120 0.90541 2.55722  -0.62
O 4.55697 -0.65422 4.37351  -0.33
C 5.70059 -1.50399 4.62494  -0.34
C 7.00532 -0.73448 4.63230  -0.88
C 2.64174 0.33956 3.07259  -0.70
H 5.71262 -2.31139 3.89176  0.31
H 5.50353 -1.94257 5.60061  0.31
H 7.25020 -0.35558 3.64096  0.19
H 7.81335 -1.38872 4.96018  0.40
H 6.94354 0.11650 5.31002  0.27
H 2.02201 -0.50731 3.35191  0.30
H 2.31849 0.73944 2.11730  -0.11
H 2.62107 1.11348 3.83504  0.47
O -7.73604 -0.60563 5.22498  -0.65
S -6.79408 0.16377 5.98066  1.23
O -7.14661 1.48371 6.40383  -0.61
O -5.41452 0.19739 5.20410  -0.25
C -5.44693 0.58631 3.80673  -0.17
C -5.57074 2.08320 3.62649  -0.70
C -6.24548 -0.76233 7.37181  -0.97
H -6.25453 0.05311 3.30393  0.35
H -4.50824 0.23585 3.38618  -0.02
H -6.53987 2.44669 3.96738  0.13
H -5.46128 2.33781 2.57274  0.37
H -4.80294 2.60502 4.19680  0.28
H -5.94536 -1.75064 7.03657  0.31
H -7.08602 -0.82809 8.05859  0.37
H -5.41719 -0.23372 7.83494  0.31
O -5.06318 -4.72409 -6.80651  -0.65
S -3.70267 -4.49380 -7.18292  1.19
O -2.65775 -4.72600 -6.23565  -0.55
O -3.57435 -3.01746 -7.75703  -0.26
C -4.09893 -1.93954 -6.94957  -0.45
C -3.16950 -1.57430 -5.81100  -0.94
C -3.33705 -5.34594 -8.67708  -0.95
H -5.09290 -2.20888 -6.59041  0.35
H -4.21023 -1.10838 -7.64261  0.27
H -3.11429 -2.37507 -5.07470  0.28
H -3.52614 -0.67236 -5.31324  0.44
H -2.16098 -1.39686 -6.18413  0.27
H -4.11436 -5.12745 -9.40321  0.33
H -3.32222 -6.40659 -8.43770  0.37
H -2.36226 -5.02331 -9.03162  0.32
O -7.45442 5.60265 2.95064  -0.67
S -8.16700 4.85386 1.96208  1.25
O -7.45640 3.96455 1.09596  -0.60
O -9.02750 5.86419 1.08461  -0.28
C -8.34461 7.01497 0.54015  -0.36
C -7.52070 6.67532 -0.68486  -0.97
C -9.50655 3.99422 2.70791  -0.83
H -7.73640 7.47222 1.32154  0.34
H -9.14203 7.71083 0.28820  0.27
H -6.67405 6.03957 -0.43074  0.29
H -7.14084 7.59238 -1.13579  0.38
H -8.12793 6.14653 -1.41905  0.26
H -10.06463 4.68875 3.32867  0.31
H -9.07261 3.20200 3.31472  0.27
H -10.13033 3.57393 1.92404  0.32

Summary:
- SMILES string = CCCCCCCCCC[Si@@](F)(NCCCC)[PH2]=S.CCOS(C)(=O)=O.CCOS(C)(=O)=O.CCOS(C)(=O)=O.CCOS(C)(=O)=O
- gap between HOMO and LUMO (Ha) = 0.3283
- HOMO energy (eV) = -8.438
- multiplicity = 1